Record 1
Molecular formula: C56H82CsGe2IN14OPS
Method: DFT, ωB97M-V/def2-TZVPD

```
159
Properties=species:S:1:pos:R:3:forces:R:3
Cs -0.2426 1.3781 0.3633 -0.89 0.57 -0.36
C -5.7450 -1.4761 -2.6779 0.05 0.03 0.01
C -4.7970 -0.4731 -2.0170 0.02 -0.05 0.08
Ge -3.9275 -1.2555 -0.4211 -0.05 -0.01 0.04
C -2.4223 -2.3842 -1.0191 -0.02 0.00 -0.01
C -2.7796 -3.8610 -1.1858 0.04 0.05 0.00
C -5.3233 -2.1953 0.6285 0.01 0.00 -0.04
C -5.3975 -1.5795 1.8254 0.14 0.00 0.05
Ge -3.8355 -0.3250 1.8314 -0.01 0.25 -0.10
C -4.0418 1.5979 2.2317 -0.01 -0.16 -0.10
C -4.0734 1.9828 3.7096 0.01 -0.02 -0.03
C -2.3512 -1.1129 2.8711 -0.06 0.02 -0.03
C -2.7038 -1.5785 4.2845 0.02 0.02 -0.04
C -6.3673 -1.8779 2.9030 -0.03 0.04 0.07
C -6.2576 -1.2271 4.1320 0.00 -0.04 -0.05
C -7.1457 -1.4781 5.1679 -0.01 0.00 0.01
C -8.1750 -2.3899 4.9938 0.01 0.00 -0.02
C -8.3046 -3.0436 3.7740 -0.02 -0.02 0.00
C -7.4153 -2.7894 2.7442 0.01 0.00 -0.03
H -6.1833 -1.0708 -3.5937 -0.01 0.00 0.00
H -6.5649 -1.7444 -2.0089 0.00 -0.01 0.00
H -5.2262 -2.4004 -2.9445 -0.01 -0.01 -0.01
H -5.3317 0.4362 -1.7432 -0.03 -0.03 0.01
H -4.0061 -0.1723 -2.7050 0.02 0.02 0.01
H -1.5961 -2.2746 -0.3113 -0.01 -0.02 0.01
H -2.0565 -1.9770 -1.9652 0.00 0.01 0.00
H -3.1068 -4.2996 -0.2406 0.00 -0.01 0.00
H -1.9153 -4.4293 -1.5423 -0.01 -0.02 0.01
H -3.5908 -3.9980 -1.9053 0.00 -0.02 0.00
H -5.9907 -3.0126 0.3502 0.02 0.01 0.00
H -4.9277 1.9705 1.7097 -0.02 -0.03 0.04
H -3.1792 2.0904 1.7653 -0.03 0.00 0.00
H -4.9554 1.5933 4.2226 -0.01 0.01 0.01
H -4.0770 3.0691 3.8195 0.01 0.00 0.01
H -3.1877 1.6126 4.2296 0.01 0.00 0.01
H -1.5275 -0.3928 2.9007 0.01 -0.02 -0.01
H -1.9882 -1.9619 2.2871 -0.04 0.02 0.02
H -3.0020 -0.7448 4.9238 -0.01 0.00 0.01
H -1.8463 -2.0637 4.7578 0.00 0.01 0.01
H -3.5270 -2.2956 4.2732 0.00 -0.01 0.01
H -5.4542 -0.5159 4.2750 0.01 0.02 0.02
H -7.0317 -0.9586 6.1111 0.00 0.00 0.00
H -8.8729 -2.5892 5.7972 0.00 0.00 0.00
H -9.1078 -3.7550 3.6255 0.00 0.00 0.00
H -7.5364 -3.3033 1.7989 0.00 0.00 0.00
C 4.5436 2.3237 -3.3128 -0.01 0.02 0.00
N 3.1557 1.9067 -3.2592 0.14 0.03 0.16
C 2.2854 2.0194 -2.2449 -0.11 -0.02 -0.20
N 1.1148 1.5347 -2.6029 -0.10 -0.07 0.02
C 1.3381 1.1051 -3.8679 0.05 0.01 0.02
N 2.5588 1.3126 -4.3142 -0.03 0.02 -0.04
C 4.7416 3.7646 -2.8928 -0.04 -0.06 -0.03
C 5.9686 4.1742 -2.3861 -0.02 0.02 0.00
C 6.1697 5.4993 -2.0221 0.04 -0.02 0.00
C 5.1458 6.4235 -2.1351 -0.06 0.06 0.01
C 3.9104 6.0155 -2.6282 0.05 -0.14 -0.01
C 3.7197 4.6936 -3.0180 -0.02 0.06 0.00
C 2.7912 6.9489 -2.6991 -0.14 0.30 0.03
N 2.7595 8.2162 -2.4548 0.14 -0.17 -0.02
N 1.4450 8.6171 -2.6224 -0.20 -0.07 -0.04
C 0.7768 7.5606 -2.9521 0.26 0.18 0.07
O 1.5721 6.4698 -3.0348 -0.03 -0.16 -0.01
C -0.6499 7.4054 -3.2060 -0.09 -0.08 -0.03
C -1.5201 8.4643 -2.9668 0.05 0.02 0.02
C -2.8789 8.2853 -3.1515 -0.03 0.01 0.00
C -3.3745 7.0586 -3.5740 0.03 0.00 0.01
C -2.5093 6.0024 -3.8221 -0.04 -0.03 -0.03
C -3.0375 4.6556 -4.2499 -0.01 0.03 0.02
N -3.1903 3.7229 -3.1487 0.05 0.03 0.01
C -2.3451 2.7807 -2.7066 -0.08 -0.06 -0.09
N -2.8611 2.1588 -1.6710 0.04 -0.06 0.21
C -4.0353 2.8097 -1.4838 0.06 0.06 -0.08
N -4.2826 3.7626 -2.3573 -0.02 0.00 0.02
C -1.1479 6.1811 -3.6367 0.06 0.03 0.02
H 4.8547 2.1781 -4.3472 -0.02 -0.01 0.00
H 5.1451 1.6628 -2.6870 0.01 0.00 0.01
H 2.5317 2.4677 -1.2948 0.01 0.00 0.01
H 0.5847 0.6236 -4.4700 0.00 0.00 0.00
H 6.7668 3.4510 -2.2637 0.00 0.00 0.00
H 7.1282 5.8051 -1.6237 0.00 0.01 0.00
H 5.2772 7.4515 -1.8256 0.01 0.00 0.00
H 2.7520 4.3935 -3.3959 0.00 -0.02 0.00
H -1.1194 9.4057 -2.6164 -0.01 0.01 0.00
H -3.5613 9.1004 -2.9495 0.01 0.00 0.00
H -4.4412 6.9134 -3.6935 0.00 0.00 0.00
H -2.3659 4.1943 -4.9746 0.02 0.00 0.02
H -4.0177 4.7624 -4.7127 0.01 -0.02 -0.01
H -1.3808 2.5825 -3.1490 0.01 0.01 -0.01
H -4.7214 2.5738 -0.6870 -0.01 0.01 0.00
H -0.4676 5.3526 -3.7934 0.00 0.00 0.00
C 1.2096 -5.9261 -2.2709 -0.02 0.01 0.02
N 1.4244 -5.1777 -3.4841 -0.03 -0.06 -0.01
C 2.1282 -5.7761 -4.6053 0.00 -0.01 0.02
C 2.1898 -4.6226 -5.6089 -0.01 0.03 0.00
N 2.0548 -3.4806 -4.7229 0.03 -0.04 0.03
C 1.4828 -3.8203 -3.5306 0.11 0.03 -0.08
S 0.9888 -2.7486 -2.3761 -0.10 0.08 0.04
H 0.5890 -6.7990 -2.4785 0.01 -0.01 0.00
H 0.7030 -5.2848 -1.5525 0.00 -0.01 -0.02
H 2.1589 -6.2574 -1.8355 0.00 0.01 -0.01
H 1.5854 -6.6403 -4.9893 0.02 -0.02 -0.01
H 3.1314 -6.1026 -4.3032 0.00 0.02 0.02
H 1.3685 -4.6804 -6.3308 -0.02 0.01 0.02
H 3.1331 -4.5986 -6.1526 -0.01 -0.01 -0.02
H 1.9575 -2.5339 -5.0450 0.00 0.01 0.00
N 1.5778 -0.2087 1.3184 0.87 -0.50 0.39
P 2.5257 -1.2613 1.8602 0.15 -0.22 -0.16
N 1.9602 -2.8761 1.8490 -0.16 0.06 -0.02
C 2.6752 -4.0684 1.4388 -0.02 0.01 -0.01
C 2.1381 -5.2916 2.1756 -0.02 0.01 0.01
C 0.6429 -5.5212 1.8739 0.01 -0.02 0.00
C -0.0187 -4.2426 1.3526 -0.01 0.05 -0.01
C 0.5260 -3.0186 2.0713 0.03 0.00 -0.03
N 4.0586 -1.5571 1.1292 -0.03 -0.06 0.16
C 5.1611 -0.7115 1.5866 -0.01 0.09 -0.08
C 6.3295 -0.8062 0.6158 0.00 -0.01 0.00
C 5.9447 -0.2291 -0.7543 0.01 0.02 -0.01
C 4.4589 -0.4907 -1.0534 0.01 -0.01 0.01
C 3.9815 -1.7369 -0.3206 0.02 0.02 0.00
N 3.0553 -1.0508 3.4668 -0.10 0.05 0.02
C 3.4015 -2.2098 4.2713 0.05 -0.04 0.02
C 3.8368 -1.7709 5.6629 0.01 0.01 0.00
C 2.6827 -1.0768 6.4016 -0.01 0.01 -0.01
C 1.7955 -0.2896 5.4201 0.00 0.01 0.00
C 2.5988 0.1262 4.1941 -0.06 -0.06 0.03
H 3.7353 -3.9306 1.6465 0.02 -0.01 0.00
H 2.5893 -4.2435 0.3508 0.01 0.01 0.01
H 2.2823 -5.1303 3.2477 -0.01 0.01 -0.01
H 2.7273 -6.1722 1.9047 0.00 0.00 0.01
H 0.1319 -5.8458 2.7847 0.00 -0.02 -0.01
H 0.5165 -6.3294 1.1464 0.01 0.01 -0.01
H -1.1054 -4.2964 1.4698 0.02 0.00 0.01
H 0.1778 -4.1076 0.2857 0.00 -0.03 -0.04
H 0.2885 -3.0918 3.1493 0.01 -0.01 0.00
H 0.0519 -2.1062 1.7046 0.02 -0.01 0.02
H 5.4668 -1.0267 2.5859 0.01 0.00 -0.01
H 4.8581 0.3458 1.6724 0.00 -0.01 0.01
H 6.6160 -1.8570 0.5140 -0.01 0.00 0.00
H 7.1944 -0.2798 1.0266 0.01 0.00 -0.01
H 6.5754 -0.6712 -1.5320 0.00 0.01 0.00
H 6.1474 0.8481 -0.7592 -0.01 -0.01 0.00
H 4.2766 -0.5925 -2.1272 0.00 0.01 -0.02
H 3.8398 0.3319 -0.6877 -0.01 0.02 0.00
H 4.5714 -2.6096 -0.6408 0.01 -0.01 0.02
H 2.9452 -1.9388 -0.5892 0.00 -0.01 0.01
H 4.2061 -2.7697 3.7792 -0.01 0.00 0.00
H 2.5533 -2.9089 4.3627 0.03 0.01 0.00
H 4.6812 -1.0833 5.5600 0.00 0.00 0.00
H 4.1962 -2.6329 6.2302 0.00 0.00 0.01
H 3.0913 -0.4052 7.1616 -0.01 0.00 0.01
H 2.0818 -1.8199 6.9331 0.00 -0.01 0.00
H 1.3545 0.5828 5.9079 0.01 0.00 0.00
H 0.9668 -0.9145 5.0729 0.00 0.00 0.00
H 3.4481 0.7523 4.5072 0.02 0.01 0.00
H 1.9937 0.7101 3.4998 0.00 -0.01 0.00
I -0.7621 5.0184 -0.2408 0.01 0.12 0.03
C -1.5355 4.1124 1.6810 0.02 -0.02 -0.02
H -2.5786 4.4689 1.6226 0.04 0.04 -0.06
H -1.0543 4.8181 2.3755 0.00 -0.03 0.02
```
Positions in Å, forces in eV/Å.

The calculation puts the lowest unoccupied orbital energy at 1.7 eV. As for the maximum force: 1.12 eV/A. The frontier orbital gap is 5.45 eV. The charge is -1. The molar mass is 1435.4 g/mol.

Record 2
Molecular formula: C11H8O
Method: DFT, ωB97M-V/def2-TZVPD

```
20
Properties=species:S:1:pos:R:3:forces:R:3
O -2.8609 1.0454 -0.1070 0.05 -1.40 -0.43
C -1.9649 0.2190 -0.1042 1.05 1.30 0.75
C -1.8331 -1.1233 -0.7734 0.31 1.29 0.45
C -0.5934 -1.6466 -0.6745 -1.02 -0.21 -0.14
C 0.3727 -0.8953 0.2106 -3.94 1.06 0.46
C 1.5876 -0.6601 -0.4809 1.52 2.43 0.37
C 2.0975 0.5807 -0.6537 -1.09 -1.39 1.37
C 1.3741 1.7499 -0.4121 -4.02 -1.73 1.83
C 0.0429 1.7633 -0.1191 0.47 -0.04 1.10
C -0.6128 0.6113 0.5624 1.16 -2.17 -2.09
C -0.4606 0.0899 1.9769 0.76 -0.69 -1.35
C 0.1315 -1.0797 1.7205 0.12 2.46 -2.11
H -2.7015 -1.4077 -1.3338 -0.02 -0.73 -0.31
H -0.2996 -2.5390 -1.2450 -0.05 0.28 0.36
H 2.0253 -1.3844 -1.0726 0.77 -1.90 -0.93
H 2.9193 0.8081 -1.2197 2.33 -0.37 -1.37
H 1.6672 2.6240 -0.7764 1.88 3.47 -1.74
H -0.5031 2.6306 -0.5090 -0.25 -0.39 0.62
H -0.8259 0.5591 2.8353 -0.51 0.45 1.36
H 0.4375 -1.9450 2.1756 0.47 -1.72 1.79
```
Positions in Å, forces in eV/Å.

The calculation puts the lowest unoccupied orbital energy at 0.1 eV. As for the maximum force: 4.74 eV/A. The frontier orbital gap is 8.55 eV. The charge is 0. The molar mass is 156.2 g/mol. The SMILES is O=C1C=C[C@@]23C=CC=C[C@@]12C=C3.

Record 3
Molecular formula: C3H4FNO2
Method: DFT, ωB97M-V/def2-TZVPD

```
11
Properties=species:S:1:pos:R:3:forces:R:3
C -0.7480 -0.8281 0.1647 -3.51 3.74 -1.22
C -2.0489 -0.7401 0.1337 2.18 1.77 -0.45
C 0.0073 0.4734 -0.1394 -0.26 0.93 -1.15
N -3.4302 -0.5030 -0.0054 -1.75 -0.37 0.23
O -4.0815 -0.5203 1.0183 0.65 -0.11 0.87
O -3.9206 -0.4010 -1.1002 1.02 0.13 -0.78
F -2.2092 2.1791 -0.0155 -0.09 -1.45 -0.05
H -0.2208 -1.6346 0.4588 1.57 -2.84 0.96
H 0.7440 0.6320 0.5925 0.24 0.36 2.07
H 0.7226 0.4778 -0.9196 0.49 -1.47 -1.75
H -0.5827 1.3648 -0.4480 -0.53 -0.69 1.26
```
Positions in Å, forces in eV/Å.

The calculation puts the lowest unoccupied orbital energy (spin up / spin down) at -4.2 / -4.2 eV. As for the maximum force: 5.27 eV/A. The frontier orbital gap (spin up / spin down) is 5.58 / 5.60 eV. The charge is 0. The molar mass is 105.1 g/mol.